Entry 1:
Computed, not measured: C34H24N4O8PSY as an isolated structure at a distorted geometry, with wB97M-V/def2-TZVPD.

```
73
C34H24N4O8PSY | OMol25 | wB97M-V/def2-TZVPD
Y 0.10045 -0.51023 -0.63234
N -2.31152 -2.42667 2.47849
C -1.72092 -2.26422 1.23878
S -0.02068 -2.63204 1.13398
N -2.51218 -1.94487 0.25943
N -1.87615 -1.63840 -0.91487
C -2.54543 -1.64816 -2.00595
C -1.92144 -1.32722 -3.27550
C -2.70215 -0.97031 -4.37338
C -2.13539 -0.61369 -5.58268
C -0.74525 -0.63823 -5.71136
C 0.05477 -1.01367 -4.65433
C -0.49255 -1.34818 -3.39148
O 0.27510 -1.68872 -2.40642
H -1.65093 -2.27491 3.22352
H -3.14074 -1.85651 2.57223
H -3.60054 -1.92620 -1.98367
H -3.78022 -0.93953 -4.25159
H -2.75657 -0.30610 -6.41592
H -0.28815 -0.35109 -6.65338
H 1.13516 -1.03866 -4.73773
O 4.01339 1.50409 4.22387
C 3.19238 1.03035 3.23640
C 1.81807 0.94522 3.42101
C 1.03758 0.52608 2.36271
N 1.56822 0.18691 1.19118
C 2.88654 0.24649 1.01697
C 3.74499 0.67449 2.01404
C 3.34372 -0.08921 -0.41610
O 4.55397 -0.13456 -0.63655
O 2.37971 -0.24844 -1.22409
C -0.49865 0.55699 2.40138
O -1.04403 0.63474 3.50578
O -1.03334 0.53006 1.25262
H 3.45896 1.75294 4.96898
H 1.33720 1.22633 4.35127
H 4.80693 0.73627 1.81930
O -3.05854 1.63647 -2.16336
C -1.86614 1.89387 -2.05620
O -0.88880 1.08398 -1.91417
C -1.41197 3.34484 -2.09175
C -2.11981 4.29250 -2.82243
C -1.64994 5.58999 -2.92088
C -0.48282 5.95664 -2.25906
C 0.19955 5.02604 -1.49456
C -0.25179 3.70890 -1.41219
P 0.65931 2.48127 -0.34876
C 2.29949 2.87200 -1.09308
C 2.34930 2.61420 -2.46956
C 3.51485 2.80163 -3.18520
C 4.66447 3.24804 -2.54312
C 4.63657 3.47760 -1.18105
C 3.46525 3.28102 -0.45807
C 0.46576 3.50078 1.19015
C -0.87930 3.69791 1.53831
C -1.23854 4.33657 2.70954
C -0.25805 4.79436 3.58092
C 1.07271 4.58575 3.26806
C 1.43042 3.93372 2.09368
H -3.03423 3.98211 -3.31329
H -2.18495 6.32212 -3.51555
H -0.10386 6.96916 -2.34224
H 1.09706 5.31240 -0.95848
H 1.46128 2.23678 -2.96548
H 3.53564 2.58446 -4.24635
H 5.58037 3.39420 -3.10350
H 5.53494 3.79468 -0.66420
H 3.48678 3.43963 0.60896
H -1.65406 3.31106 0.88823
H -2.28633 4.46292 2.95213
H -0.53429 5.29461 4.50172
H 1.84761 4.91923 3.95048
H 2.48002 3.76688 1.90247
```

Results
Kohn-Sham gap: 6.1 eV
HOMO level: -1.99 eV
Charge: -2
LUMO: 4.1079 eV
Largest force on an atom: 1.7 eV/A

So, what does the Löwdin scheme give us? The charges, in e, come out as:
1. Y 1.2943
2. N 0.0426
3. C -0.9192
4. S 0.5277
5. N -0.0125
6. N -0.1330
7. C -0.0785
8. C -0.1683
9. C -0.0719
10. C -0.1397
11. C -0.1265
12. C -0.0284
13. C -0.3853
14. O -0.2069
15. H 0.0503
16. H 0.0799
17. H 0.1217
18. H 0.1039
19. H 0.0756
20. H 0.0839
21. H 0.1075
22. O 0.0442
23. C -0.2972
24. C 0.0447
25. C -0.1997
26. N 0.0126
27. C -0.1704
28. C 0.0571
29. C -0.6203
30. O 0.0125
31. O -0.1181
32. C -0.6532
33. O -0.0005
34. O -0.1472
35. H 0.0952
36. H 0.1251
37. H 0.1256
38. O 0.0465
39. C -0.5969
40. O -0.2036
41. C -0.1250
42. C -0.0280
43. C -0.1004
44. C -0.0975
45. C -0.0830
46. C -0.2781
47. P 1.1737
48. C -0.3383
49. C -0.0895
50. C -0.0754
51. C -0.1036
52. C -0.0935
53. C -0.0897
54. C -0.3115
55. C -0.0874
56. C -0.0764
57. C -0.1067
58. C -0.1034
59. C -0.0922
60. H 0.1115
61. H 0.0886
62. H 0.0901
63. H 0.1078
64. H 0.1128
65. H 0.0991
66. H 0.0900
67. H 0.0951
68. H 0.0680
69. H 0.1148
70. H 0.1013
71. H 0.0892
72. H 0.0930
73. H 0.0714



Entry 2:
Computed, not measured: a single C25H28BrN3O6S molecule at a distorted geometry, with wB97M-V/def2-TZVPD.

```
64
C25H28BrN3O6S | OMol25 | wB97M-V/def2-TZVPD
C 4.70350 2.62963 5.38686
N 3.82371 3.41055 4.53921
C 3.39396 4.61748 5.21696
C 2.68814 2.63865 4.07016
C 3.11648 1.57232 3.05197
N 1.98710 1.04595 2.32930
C 1.39744 -0.13094 2.64131
O 1.73904 -0.88087 3.52713
C 0.23977 -0.32242 1.66079
O -0.52473 -1.26062 1.64893
C 0.25145 0.85972 0.80663
C -0.66998 1.20790 -0.11878
O -0.59938 2.42585 -0.69491
C -1.78592 0.32833 -0.50731
C -3.09023 0.81900 -0.46403
C -4.15034 -0.00679 -0.79603
C -3.89462 -1.30426 -1.19169
S -5.24889 -2.40802 -1.59201
O -5.05986 -2.92077 -2.91577
O -6.48769 -1.74767 -1.28742
N -4.92244 -3.65294 -0.51609
C -5.48890 -4.93778 -0.88291
C -4.91594 -5.99258 0.06468
O -5.20824 -5.67462 1.40540
C -4.67835 -4.41992 1.75986
C -5.22537 -3.30964 0.85814
C -2.60481 -1.79387 -1.27563
C -1.54482 -0.97841 -0.92863
C 1.41866 1.73582 1.19390
C 2.40200 1.83923 0.04813
C 3.09077 0.70622 -0.36986
C 3.97814 0.77293 -1.42704
C 4.16832 1.98470 -2.07088
Br 5.38374 2.08572 -3.53327
C 3.48973 3.12295 -1.67146
C 2.60816 3.04384 -0.60823
H 5.52957 3.25997 5.71120
H 4.19019 2.23630 6.27738
H 5.11205 1.79560 4.82175
H 2.79698 4.41198 6.11875
H 4.27266 5.19113 5.50649
H 2.79760 5.22195 4.53472
H 2.00267 3.33270 3.57521
H 2.14088 2.15098 4.89583
H 3.82648 2.01409 2.34724
H 3.58145 0.72478 3.55963
H -1.31616 2.53945 -1.33446
H -3.27853 1.83001 -0.12969
H -5.17351 0.33077 -0.74688
H -5.21330 -5.13475 -1.91845
H -6.58466 -4.92028 -0.79451
H -5.36792 -6.96718 -0.12419
H -3.82696 -6.05446 -0.07645
H -4.96558 -4.24858 2.79805
H -3.58163 -4.43587 1.67847
H -4.74005 -2.35981 1.08781
H -6.31016 -3.20415 0.99980
H -2.45314 -2.80847 -1.60477
H -0.53194 -1.34270 -0.98331
H 1.08376 2.74360 1.47306
H 2.93571 -0.23367 0.13965
H 4.51578 -0.10513 -1.74960
H 3.65019 4.05915 -2.18320
H 2.07336 3.92667 -0.29294
```

Results
SMILES string: CN(C)CCN1C(=O)C(=O)/C(=C(/O)c2ccc(S(=O)(=O)N3CCOCC3)cc2)[C@@H]1c1ccc(Br)cc1
Kohn-Sham gap: 8.1 eV
HOMO level: -8.90 eV
Charge: 0
LUMO: -0.7652 eV
Largest force on an atom: 1.0 eV/A

So, what does the natural (NBO) scheme give us? The charges, in e, come out as:
1. C -0.4169
2. N -0.4342
3. C -0.4072
4. C -0.2214
5. C -0.2369
6. N -0.4070
7. C 0.5798
8. O -0.5806
9. C 0.4653
10. O -0.5078
11. C -0.2737
12. C 0.4977
13. O -0.6535
14. C -0.1181
15. C -0.2096
16. C -0.1797
17. C -0.3318
18. S 2.3176
19. O -0.9319
20. O -0.9390
21. N -0.6767
22. C -0.2646
23. C -0.0722
24. O -0.5177
25. C -0.0744
26. C -0.2658
27. C -0.1139
28. C -0.1646
29. C -0.0623
30. C -0.0502
31. C -0.1447
32. C -0.2503
33. C -0.0729
34. Br 0.0555
35. C -0.2349
36. C -0.1843
37. H 0.2031
38. H 0.1666
39. H 0.2004
40. H 0.1637
41. H 0.2015
42. H 0.1970
43. H 0.1894
44. H 0.1751
45. H 0.2166
46. H 0.2354
47. H 0.4988
48. H 0.2209
49. H 0.2495
50. H 0.2391
51. H 0.1898
52. H 0.2023
53. H 0.1683
54. H 0.2031
55. H 0.1727
56. H 0.2205
57. H 0.1994
58. H 0.2338
59. H 0.2334
60. H 0.2101
61. H 0.2129
62. H 0.2311
63. H 0.2302
64. H 0.2182



Entry 3:
Computed, not measured: a single CH3ClN2 molecule at a distorted geometry, with wB97M-V/def2-TZVPD.

```
7
CH3ClN2 | OMol25 | wB97M-V/def2-TZVPD
Cl 1.86853 0.32030 -0.87009
C 0.57300 -0.04581 0.19872
N -0.58850 -0.74634 -0.22468
N -0.63786 0.70920 -0.01700
H 0.74668 -0.30250 1.32266
H -0.68817 -0.79278 -1.24081
H -1.27368 0.85793 0.83120
```

Results
SMILES string: ClC1NN1
Kohn-Sham gap: 11.1 eV
HOMO level: -10.06 eV
Charge: 0
LUMO: 1.0751 eV
Largest force on an atom: 3.3 eV/A

So, what does the natural (NBO) scheme give us? The charges, in e, come out as:
1. Cl 0.0155
2. C 0.0032
3. N -0.4635
4. N -0.4746
5. H 0.2116
6. H 0.3559
7. H 0.3519



Across the entries above, relative energy (zero: lowest compared OMol25 entry of this formula, charge and spin) takes the values 29.4; 0.0; 67.8 kcal/mol, respectively.